Entry 1:
Density functional theory data (ωB97M-V/def2-TZVPD) for C29H28IrN8O as an isolated structure at a distorted geometry.

Results
Orbital gap (alpha / beta), eV: 1.983 / 1.986
DFT total energy, Ha: -1738.3953
Max |F|, hartree/bohr: 0.0537
Net charge: +3

XYZ file:
```
67
Properties=species:S:1:pos:R:3:forces:R:3:mulliken_charge:R:1
Ir 1.0828 2.0187 0.9135 1.162 1.136 -2.233 1.03
C 2.4443 1.1379 -2.3762 -0.064 -0.006 0.033 -1.66
C 2.4086 2.1501 -1.2799 -0.097 -0.240 -0.098 0.72
C 3.2503 1.9792 -0.1474 -0.231 0.097 0.708 -0.65
C 3.4008 3.0066 0.8144 -0.493 -0.530 0.107 0.81
C 4.5447 3.0198 1.7571 0.209 0.015 0.467 -1.73
C 2.4785 4.0815 0.7626 0.023 -0.434 0.149 -0.86
C 1.6851 4.3165 -0.3902 -0.237 -0.199 0.383 0.84
C 0.9455 5.5939 -0.5436 -0.197 0.144 0.065 -1.51
C 1.6938 3.3551 -1.4124 -0.074 -0.570 0.626 -0.64
H 1.7620 0.3086 -2.1798 -0.055 -0.028 0.044 0.31
H 3.4421 0.7101 -2.4570 0.030 -0.009 -0.060 0.49
H 2.1682 1.5867 -3.3266 -0.016 0.000 -0.084 0.42
H 3.9432 1.1450 -0.1441 -0.134 -0.073 0.118 0.57
H 4.2293 3.0099 2.8015 -0.028 -0.015 0.014 0.40
H 5.0970 3.9540 1.6218 0.022 -0.069 -0.044 0.46
H 5.2276 2.1919 1.5755 -0.026 0.004 0.045 0.42
H 2.5477 4.8631 1.5096 -0.139 -0.059 0.131 0.68
H -0.0227 5.5502 -0.0418 -0.086 -0.045 0.050 0.33
H 0.7629 5.8230 -1.5902 0.003 -0.002 -0.063 0.42
H 1.4908 6.4172 -0.0864 0.065 0.027 0.003 0.43
H 1.1987 3.5744 -2.3480 -0.304 -0.093 0.002 0.61
C -3.6937 1.5235 -2.1930 -0.898 -0.143 -0.796 -1.01
N -2.7617 1.7899 -1.1292 1.291 0.332 0.249 0.88
C -1.4330 1.8624 -1.1709 0.066 -0.195 -0.253 -0.28
N -0.9650 2.0524 0.0643 0.728 -0.465 1.314 -0.26
C -2.0963 2.1020 0.8282 -0.146 -0.094 -0.010 -0.56
N -3.1730 1.9351 0.1226 -0.868 0.144 0.822 -0.83
C -3.4845 0.1587 -2.8003 0.145 -0.256 -0.276 0.65
C -3.8722 -0.0774 -4.1276 0.128 0.029 0.386 -0.86
C -3.7207 -1.3339 -4.6994 -0.043 -0.053 0.122 -0.78
C -3.1668 -2.3699 -3.9728 0.170 0.016 0.312 -0.85
C -2.7602 -2.1415 -2.6428 -0.193 0.433 -0.092 -0.14
C -2.9374 -0.8723 -2.0643 -0.052 -0.134 -0.196 -0.03
C -2.1461 -3.1816 -1.8825 0.334 -0.567 0.175 0.71
N -1.8483 -4.4108 -2.2738 -1.149 1.084 -1.837 -0.38
N -1.2377 -5.0107 -1.3154 1.147 -1.235 1.778 -0.37
C -1.1382 -4.1803 -0.2880 -0.174 -0.067 -0.662 0.80
O -1.7062 -2.9950 -0.6142 -0.077 0.375 0.257 -0.26
C -0.4942 -4.4084 0.9650 0.155 0.233 0.487 -0.26
C 0.1920 -5.6161 1.2056 -0.201 0.285 -0.104 -0.90
C 0.8480 -5.7942 2.4044 -0.013 0.101 0.054 -0.82
C 0.8402 -4.7905 3.3697 -0.268 0.304 -0.136 -0.69
C 0.1544 -3.5886 3.1476 0.151 -0.319 -0.027 0.95
C 0.1476 -2.4904 4.1936 -0.376 -1.009 0.225 -1.12
N 0.7521 -1.2986 3.6549 -0.606 1.488 -0.637 0.88
C 0.1800 -0.2979 2.9904 -0.354 -0.218 0.170 -0.06
N 1.1290 0.5274 2.5398 -0.244 1.266 -1.628 -0.35
C 2.2837 -0.0402 2.9958 0.203 -0.155 -0.009 -0.48
N 2.0686 -1.1374 3.6553 1.107 -0.097 0.182 -0.85
C -0.5116 -3.4042 1.9531 0.011 -0.306 -0.114 0.04
H -3.6162 2.2991 -2.9614 0.031 -0.047 0.177 0.51
H -4.7022 1.5832 -1.7613 0.339 0.141 0.039 0.34
H -0.8561 1.7637 -2.0682 0.123 -0.072 -0.179 0.56
H -2.1145 2.2780 1.8856 0.035 0.015 0.210 0.55
H -4.2963 0.7299 -4.7041 -0.084 0.087 -0.136 0.51
H -4.0451 -1.4996 -5.7139 0.006 -0.029 -0.118 0.45
H -3.0260 -3.3481 -4.4055 -0.018 -0.093 -0.054 0.58
H -2.6553 -0.7259 -1.0336 0.050 0.000 0.163 0.83
H 0.1942 -6.3802 0.4450 0.006 -0.102 -0.078 0.58
H 1.3775 -6.7126 2.6005 0.034 -0.107 -0.003 0.45
H 1.3550 -4.9427 4.3051 0.103 -0.045 0.127 0.44
H 0.7251 -2.8004 5.0674 -0.125 0.212 -0.074 0.45
H -0.8763 -2.2560 4.4965 0.157 0.066 0.046 0.32
H -0.8779 -0.1601 2.8856 -0.204 -0.058 -0.095 0.57
H 3.2596 0.3666 2.8406 0.283 0.114 -0.065 0.58
H -1.0759 -2.4999 1.7732 -0.043 0.089 -0.080 0.64
```
Forces are in eV/Å.

***

Entry 2:
Density functional theory data (ωB97M-V/def2-TZVPD) for a 2-piece molecular cluster, C29H28N2O2 overall at a distorted geometry.

Results
Orbital gap, eV: 2.717
DFT total energy, Ha: -1381.7838
Max |F|, hartree/bohr: 0.0559
Energy relative to the best compared isomer or geometry (same formula, charge and spin), kJ/mol: 0.00

XYZ file:
```
61
Properties=species:S:1:pos:R:3:forces:R:3:mulliken_charge:R:1
C -5.4718 -0.0048 2.9187 0.241 -0.450 -0.265 -1.28
C -4.0214 0.3704 3.1508 -0.251 0.745 0.220 0.43
O -3.1223 -0.5167 2.5342 -0.256 -0.184 -0.252 -0.42
C -1.8513 0.0030 2.5894 2.697 -0.865 -0.482 0.61
C -0.7890 -0.9078 2.2785 -1.823 -0.140 0.156 -1.12
C 0.5695 -0.6002 2.3834 -0.279 0.190 0.074 1.19
C 1.0316 0.7188 2.6050 0.201 0.375 0.128 -0.54
C 2.3667 0.9984 2.6734 0.136 -0.171 0.025 -0.75
C 3.3141 -0.0239 2.5631 -0.925 -0.245 0.031 0.42
C 4.6733 0.2650 2.5891 2.725 0.568 -0.074 0.12
N 5.8122 0.5123 2.5749 -1.245 -0.289 0.118 -0.62
C 2.8698 -1.3411 2.3978 0.117 -0.051 -0.018 -0.68
C 1.5381 -1.6270 2.2977 0.120 0.185 0.135 -0.77
O -1.6321 1.1635 2.9222 -1.196 0.724 0.439 -0.77
H -6.1465 0.5699 3.5532 0.081 0.149 0.041 0.30
H -5.7606 0.1637 1.8810 0.032 0.050 -0.007 0.41
H -5.6373 -1.0616 3.1230 -0.009 -0.136 0.098 0.25
H -3.7985 1.3755 2.7629 -0.321 -0.167 0.361 0.35
H -3.7520 0.3577 4.2184 -0.364 0.259 0.044 -0.20
H -1.0800 -1.9023 1.9930 -0.026 -0.370 -0.004 0.35
H 0.3073 1.5068 2.7180 0.097 -0.023 -0.110 0.54
H 2.7080 2.0117 2.8111 0.038 0.193 0.019 0.45
H 3.6006 -2.1307 2.3544 0.177 -0.196 -0.081 0.47
H 1.2051 -2.6450 2.1936 -0.061 -0.261 -0.115 0.38
C -3.1989 1.5468 7.5365 -0.157 0.179 0.027 -1.66
C -3.4290 0.1633 7.0717 -1.193 -0.302 -0.498 -0.04
N -4.6555 -0.3332 6.7211 1.116 0.527 0.404 0.46
C -5.9073 0.4183 6.6958 0.212 0.165 0.135 -1.07
C -4.5261 -1.6819 6.3466 0.740 -0.689 -0.263 -0.25
C -3.1711 -2.0329 6.4670 -0.377 -0.520 -0.008 1.45
C -2.7441 -3.2970 6.0471 -0.109 0.454 0.002 -0.20
C -3.6746 -4.1933 5.5795 -0.179 -0.045 -0.048 -0.94
C -5.0233 -3.8466 5.4780 0.222 -0.131 0.071 -0.79
C -5.4578 -2.5965 5.8491 -0.052 0.894 0.265 -1.00
C -2.4635 -0.8593 6.9432 1.662 -0.320 0.147 1.43
C -1.0678 -0.6950 7.0790 -1.505 -0.249 -0.521 -0.48
C -0.0868 -1.7370 7.1324 0.346 -0.404 0.139 0.32
C -0.3080 -2.9729 7.7786 -0.051 0.290 -0.149 -0.99
C 0.6090 -3.9923 7.6851 -0.118 0.120 0.110 -0.27
C 1.8003 -3.8231 6.9850 -0.038 0.285 -0.255 1.10
C 2.7478 -4.9565 6.8144 0.395 -0.124 -0.059 -1.52
C 2.0680 -2.5798 6.4186 0.104 -0.251 0.005 -0.74
C 1.1576 -1.5567 6.4965 -0.527 0.416 0.134 -0.90
H -2.1579 1.7097 7.8157 -0.135 -0.107 -0.076 0.41
H -3.4598 2.2674 6.7615 -0.054 0.028 -0.086 0.36
H -3.8146 1.7598 8.4104 -0.049 0.055 0.059 0.35
H -6.7167 -0.1868 6.2945 0.216 -0.100 -0.004 0.34
H -6.1769 0.7327 7.7015 -0.015 -0.011 0.098 0.33
H -5.7988 1.3032 6.0729 0.048 0.010 -0.077 0.37
H -1.6982 -3.5483 6.0518 -0.009 -0.122 0.007 0.42
H -3.3537 -5.1798 5.2903 0.031 -0.126 -0.167 0.44
H -5.7266 -4.5612 5.0825 -0.120 -0.066 -0.002 0.40
H -6.4888 -2.3129 5.7449 -0.304 -0.022 -0.087 0.34
H -0.6913 0.3115 6.9985 0.117 0.309 0.148 0.38
H -1.2125 -3.1143 8.3446 -0.221 -0.052 0.069 0.56
H 0.4001 -4.9493 8.1347 -0.056 -0.129 0.197 0.46
H 3.6306 -4.6519 6.2504 -0.071 -0.030 0.047 0.36
H 3.0791 -5.3351 7.7811 -0.014 -0.083 0.033 0.36
H 2.2729 -5.7766 6.2740 -0.025 -0.035 0.041 0.34
H 2.9934 -2.4305 5.8892 0.151 0.076 -0.144 0.38
H 1.3599 -0.6168 6.0120 0.113 0.222 -0.169 0.39
```
Forces are in eV/Å.

***

Entry 3:
Density functional theory data (ωB97M-V/def2-TZVPD) for a 2-piece molecular cluster, C29H28N2O3S overall at a distorted geometry.

Results
Orbital gap, eV: 4.079
DFT total energy, Ha: -1855.1952
Max |F|, hartree/bohr: 0.0638
Energy relative to the best compared isomer or geometry (same formula, charge and spin), kJ/mol: 353.45

XYZ file:
```
63
Properties=species:S:1:pos:R:3:forces:R:3:mulliken_charge:R:1
C -4.2129 -4.6807 2.4679 -0.078 0.057 0.250 -1.27
C -3.2189 -3.9608 1.5913 -0.449 0.515 -0.420 0.05
O -3.9142 -2.8556 0.9452 0.935 -1.064 0.711 -0.33
C -3.0825 -2.0275 0.2484 -1.249 2.102 -2.191 0.53
C -3.8225 -1.1443 -0.6131 -0.340 -1.752 1.372 -0.79
S -3.1183 0.0370 -1.5545 1.471 0.377 0.435 0.56
C -3.6621 1.5548 -0.7237 -0.202 -0.036 0.168 0.24
C -2.7662 2.1458 0.1702 -0.436 0.185 -0.214 0.03
C -3.1536 3.2839 0.8800 -0.102 -0.167 -0.143 -0.58
C -4.4346 3.8150 0.7015 0.067 -0.056 0.022 -0.41
C -5.3288 3.2111 -0.1867 0.195 -0.296 -0.152 -0.47
C -4.9437 2.0733 -0.9037 0.178 0.311 0.203 -0.51
O -3.6898 0.0863 -2.9240 -0.463 0.110 -0.538 -0.78
O -1.8548 -2.0552 0.3594 0.994 -0.479 0.736 -0.64
H -3.7986 -5.6488 2.7578 -0.075 -0.005 0.039 0.38
H -4.3962 -4.1031 3.3791 -0.110 -0.088 -0.118 0.30
H -5.1669 -4.8410 1.9578 0.185 0.005 0.004 0.31
H -2.3874 -3.5714 2.1925 -0.103 -0.112 -0.247 0.10
H -2.8302 -4.6309 0.8113 0.041 0.209 0.145 0.27
H -4.8852 -1.3375 -0.7146 -0.023 0.287 0.089 0.29
H -1.7767 1.7076 0.2987 -0.160 0.100 -0.001 0.22
H -2.4477 3.7438 1.5700 -0.205 -0.005 -0.094 0.37
H -4.7410 4.6978 1.2633 0.091 -0.198 -0.149 0.35
H -6.3306 3.6165 -0.3318 0.253 -0.039 0.105 0.35
H -5.6244 1.5842 -1.5992 0.167 0.118 0.092 0.40
C 1.7908 -4.1566 2.4174 -0.304 -0.368 0.241 -0.87
N 2.0040 -2.8913 1.7446 -1.384 1.077 -0.546 0.22
C 1.0197 -2.1267 1.1905 1.217 -0.719 0.282 -1.49
C 1.5781 -0.9999 0.5490 0.047 0.308 0.060 0.35
C 0.8319 -0.0420 -0.1680 0.825 -0.296 0.744 0.04
C 1.3673 1.1998 -0.5855 0.393 0.789 -0.142 1.08
C 2.3478 2.0222 0.0362 -0.366 -0.216 -1.086 -1.60
N 2.6629 3.0691 -0.7806 -0.404 -0.753 0.777 0.26
C 3.6886 4.0619 -0.5189 0.157 0.176 0.314 -0.89
C 1.9102 2.9953 -1.9579 0.042 -0.931 0.013 0.55
C 1.0771 1.8513 -1.8630 0.417 0.449 0.085 0.62
C 0.3559 1.4417 -2.9772 -0.169 0.268 -0.596 -0.21
C 0.4801 2.1826 -4.1666 -0.099 -0.275 0.526 -0.91
C 1.3266 3.3008 -4.2464 0.243 0.147 0.628 -0.58
C 2.0678 3.7216 -3.1296 -0.382 -0.052 -0.426 -0.92
C 3.0393 -1.1262 0.7429 -0.002 -0.585 0.462 0.69
C 3.2476 -2.3034 1.5157 0.022 0.341 -0.618 0.38
C 4.4962 -2.8044 1.8591 0.241 0.398 -0.205 -1.01
C 5.6174 -2.0916 1.4061 -0.565 -0.097 0.178 -0.61
C 5.4472 -0.9370 0.6280 -0.434 0.025 -0.135 -0.96
C 4.1669 -0.4664 0.2740 0.709 -0.005 0.162 -0.06
H 2.7580 -4.5585 2.7247 -0.292 0.026 -0.029 0.29
H 1.1547 -4.0249 3.3021 0.230 0.020 -0.197 0.32
H 1.2981 -4.8758 1.7486 0.211 0.258 0.122 0.33
H -0.0215 -2.4048 1.2614 -0.339 0.029 -0.160 1.09
H -0.1962 -0.2960 -0.4374 0.007 -0.099 -0.064 0.38
H 2.8251 1.8905 1.0047 -0.171 0.153 -0.271 0.65
H 3.7674 4.7189 -1.3872 0.029 -0.119 0.265 0.28
H 3.4374 4.6621 0.3646 -0.010 -0.099 -0.251 0.32
H 4.6612 3.5833 -0.3422 -0.268 0.075 -0.131 0.33
H -0.2770 0.5562 -2.9005 0.052 0.267 -0.244 0.37
H -0.0846 1.8797 -5.0483 0.135 0.056 0.280 0.42
H 1.4207 3.8473 -5.1848 -0.047 -0.168 0.256 0.38
H 2.7539 4.5675 -3.1603 -0.252 -0.199 -0.242 0.23
H 4.5716 -3.7122 2.4566 0.233 0.268 -0.221 0.24
H 6.6162 -2.4485 1.6578 -0.271 0.163 -0.079 0.39
H 6.3303 -0.3942 0.2882 -0.279 -0.171 0.017 0.39
H 4.0495 0.4083 -0.3608 0.245 -0.220 0.126 0.54
```
Forces are in eV/Å.